Entry 1:
This record from the Open Molecules 2025 dataset describes a molecular structure, C22H41BCoN6O4Si. The level of theory is ωB97M-V with the def2-TZVPD basis set.

Orbital gap (alpha / beta) = 8.34 / 7.56 eV
Multiplicity = 4

Geometry as XYZ:
```
76
Properties=species:S:1:pos:R:3:forces:R:3:mulliken_charge:R:1
H 2.0869 3.2551 -1.8403 -0.23 -0.03 -0.21 0.40
N 0.9719 1.6306 -2.6537 -1.45 4.00 -1.49 0.23
B -0.5066 0.1673 -4.2341 -0.90 -0.12 -1.60 -0.18
N 0.0043 1.5142 -3.6386 1.26 0.99 0.79 0.43
C -0.1379 2.7316 -4.2194 0.16 -0.51 0.57 -0.15
Co 1.7298 0.3517 -1.6103 -0.34 -0.31 3.65 -0.33
H -0.7840 2.8486 -5.0801 0.03 -0.02 0.23 0.46
C 0.6746 3.6560 -3.5715 0.01 0.05 0.20 -1.11
H 0.7758 4.7071 -3.7935 -0.08 -0.12 -0.02 0.42
C 1.3469 2.9454 -2.5727 -1.04 -1.43 -1.18 -0.06
H -0.3299 0.3304 -5.4439 -0.23 -0.13 0.47 -0.12
C -2.2135 -3.1423 -0.5554 1.01 -0.38 -0.52 -1.03
H -1.6694 -3.7099 0.2058 -0.15 0.11 -0.04 0.30
H -1.6034 -2.2870 -0.8664 -0.20 -0.13 0.08 0.15
H -2.3826 -3.7932 -1.4217 0.00 0.18 0.17 0.36
N -2.0746 -0.2155 -4.2087 -0.46 -0.01 0.51 0.65
N 0.5183 -0.9614 -3.8873 1.74 -0.67 0.56 0.56
N -2.9688 -0.3834 -3.1543 0.11 0.02 -0.51 -0.74
N 1.5024 -0.8769 -2.9127 0.17 -3.82 -2.18 0.22
C -2.7491 -0.4125 -5.3839 -0.38 -0.04 0.37 -0.31
C 0.8363 -2.0032 -4.6981 -0.03 0.50 0.71 -0.13
H -2.2330 -0.3136 -6.3297 -0.12 -0.03 0.12 0.40
H 0.2460 -2.1983 -5.5876 0.08 0.01 0.31 0.45
C -4.0795 -0.7091 -5.1105 0.89 0.19 0.17 -0.71
C 1.9784 -2.6417 -4.2188 0.00 0.11 0.23 -1.04
C -4.1693 -0.6744 -3.6955 1.56 0.31 -0.60 -0.30
C 2.3686 -1.9235 -3.0821 -1.57 0.86 -1.06 -0.17
H -4.8511 -0.9149 -5.8350 0.01 0.02 0.08 0.38
H 2.4714 -3.5005 -4.6463 -0.10 0.07 0.02 0.40
H -5.0689 -0.8464 -3.1100 0.49 0.09 0.16 0.39
H 3.2049 -2.0562 -2.4042 -0.20 -0.01 -0.15 0.42
H -3.1481 -2.7980 -0.1751 -0.63 0.24 0.29 0.24
C 3.2848 -1.0202 2.7960 0.21 -0.10 0.07 -1.58
C 2.2370 -1.9237 2.1512 -0.52 0.32 -0.01 1.58
C 2.5993 -2.2687 0.7097 0.21 -0.15 -0.30 -1.45
C 2.0760 -3.2237 2.9295 0.10 -0.14 0.13 -1.85
O 0.9539 -1.2585 2.2067 0.92 -0.21 -0.21 0.22
Si 0.5201 0.2040 1.5882 -0.58 0.17 0.38 -1.71
O 0.9842 0.3553 0.0607 0.11 0.02 0.11 1.71
O -1.1091 0.2380 1.8773 0.07 -0.30 0.21 -0.13
C -1.7683 -0.1969 3.1171 0.27 0.06 -0.53 1.93
C -2.3462 -1.5791 2.8366 -0.10 -0.12 -0.06 -1.41
C -0.8045 -0.2539 4.2972 0.06 -0.09 0.46 -1.28
C -2.8746 0.8111 3.4120 -0.16 0.10 -0.07 -1.74
O 1.1409 1.4629 2.4764 0.06 0.53 -0.26 -0.46
C 0.8105 2.8655 2.2137 0.03 -0.58 -0.06 1.97
C -0.3441 3.0168 1.2286 -0.38 0.24 -0.11 -1.39
C 0.4679 3.5193 3.5452 -0.01 0.16 0.14 -1.77
C 2.0184 3.5422 1.5857 0.30 0.11 0.05 -1.65
H 4.2832 -1.4714 2.7231 -0.17 0.05 0.03 0.45
H 3.0438 -0.8815 3.8562 0.05 0.06 -0.19 0.36
H 3.3148 -0.0334 2.3169 -0.06 -0.21 0.07 0.25
H 3.4649 -2.9489 0.6968 -0.20 0.20 -0.01 0.57
H 1.7618 -2.7680 0.2074 0.10 0.11 0.13 0.40
H 2.8593 -1.3706 0.1338 -0.02 -0.12 0.16 0.02
H 1.8218 -3.0254 3.9776 0.02 0.00 -0.21 0.41
H 1.2888 -3.8531 2.4909 0.19 0.22 0.07 0.35
H 3.0249 -3.7761 2.8991 -0.22 0.04 0.08 0.45
H -3.0325 -1.5289 1.9837 0.12 -0.01 0.15 0.24
H -1.5381 -2.2765 2.5889 -0.12 0.14 0.05 0.12
H -2.8918 -1.9680 3.7071 0.10 0.12 -0.14 0.42
H -1.3596 -0.5299 5.2060 0.05 0.08 -0.23 0.56
H -0.0263 -1.0078 4.1356 -0.25 0.27 0.10 0.08
H -0.3291 0.7178 4.4749 -0.07 -0.19 -0.08 0.14
H -2.4627 1.8145 3.5852 -0.04 -0.23 -0.07 0.29
H -3.5885 0.8631 2.5806 0.19 0.01 0.11 0.34
H -3.4238 0.5150 4.3156 0.12 0.02 -0.18 0.43
H -1.2790 2.6111 1.6246 0.20 0.03 -0.14 0.13
H -0.4968 4.0845 1.0154 0.06 -0.20 0.07 0.57
H -0.1059 2.5186 0.2793 -0.16 0.09 0.23 0.09
H 1.2939 3.4169 4.2599 -0.13 -0.04 -0.16 0.34
H 0.2877 4.5909 3.3798 0.01 -0.21 0.10 0.43
H -0.4370 3.0885 3.9929 0.21 0.02 -0.17 0.26
H 2.8970 3.4634 2.2338 -0.07 -0.03 -0.11 0.37
H 2.2410 3.0822 0.6140 0.01 0.04 0.21 0.02
H 1.7949 4.6066 1.4248 0.12 -0.24 0.01 0.45
```
Positions in Å, forces in eV/Å.

***

Entry 2:
This record from the Open Molecules 2025 dataset describes a molecular structure, C6H14N3O2. The level of theory is ωB97M-V with the def2-TZVPD basis set.

Orbital gap = 9.39 eV
ΔE to the lowest compared entry with this formula, charge and spin = 176.2 kcal per mole
Total charge = +1
Multiplicity = 1

Geometry as XYZ:
```
25
Properties=species:S:1:pos:R:3:forces:R:3:mulliken_charge:R:1
C -2.0839 0.3494 -0.4778 0.89 -0.17 1.79 -0.39
C -0.9254 1.4009 -0.4635 -1.03 -0.60 0.56 -1.16
C -1.2384 -0.9883 -0.6844 -3.91 0.06 0.61 -0.72
C 0.3878 0.6796 -0.5391 1.01 -0.85 -3.04 1.74
C 1.5995 1.1099 0.2523 -0.32 -5.17 0.29 -1.98
C 0.9743 0.6249 -2.0892 -3.91 -1.54 0.09 -1.40
N -0.2425 -1.0599 2.1936 -2.68 -1.06 0.33 -0.10
N 0.1045 -0.7339 -0.5239 2.25 -0.47 1.63 -0.21
N 0.5074 -1.2212 1.2662 0.08 1.40 0.25 0.44
O -0.0946 -1.8360 3.3094 2.49 0.31 -0.99 -0.39
O 1.7192 -1.6851 1.2732 2.32 -1.76 -0.14 -0.44
H -2.6131 0.3276 0.5133 0.45 -0.03 -0.97 0.25
H -2.7977 0.7001 -1.2372 0.19 -1.04 0.10 0.35
H -1.1604 1.9740 -1.3132 0.52 1.13 -1.10 0.41
H -0.9701 2.0456 0.3760 -0.10 0.61 0.95 0.42
H -1.6023 -1.9311 -0.1634 0.65 1.26 0.01 0.36
H -1.4623 -1.3539 -1.6645 0.67 -0.16 -1.31 0.40
H 2.3865 0.2466 0.1430 -1.01 2.32 -0.13 0.32
H 1.3062 1.0885 1.2661 -0.11 0.37 1.46 0.43
H 1.8004 2.0465 -0.0582 1.49 2.98 -0.86 0.68
H 1.5616 1.4402 -2.3094 1.44 1.97 -0.04 0.47
H 0.0038 0.7721 -2.7366 2.11 -0.99 0.71 0.35
H 1.5497 -0.3188 -2.1820 -0.61 0.68 -0.49 0.37
H -0.9310 -1.7523 3.7364 -1.16 0.32 0.75 0.40
H 2.2208 -1.9252 2.1130 -1.71 0.43 -0.46 0.42
```
Positions in Å, forces in eV/Å.

***

Entry 3:
This record from the Open Molecules 2025 dataset describes a molecular structure, C4H18B2KO2. The level of theory is ωB97M-V with the def2-TZVPD basis set.

Orbital gap = 6.25 eV
ΔE to the lowest compared entry with this formula, charge and spin = 9.8 kcal per mole
Total charge = -1
Multiplicity = 1

Geometry as XYZ:
```
27
Properties=species:S:1:pos:R:3:forces:R:3:mulliken_charge:R:1
K 1.3463 0.1890 -0.5695 0.36 0.22 0.64 0.36
B 3.4012 2.1458 -0.5925 0.21 0.44 -0.27 0.36
H 2.5479 2.3196 0.2229 -0.23 0.36 0.37 -0.22
H 4.1700 3.0822 -0.6801 0.10 0.18 0.00 -0.25
H 3.9867 1.1280 -0.3304 0.17 -0.44 -0.02 -0.19
H 2.8085 2.0426 -1.6455 -0.24 -0.16 -0.93 -0.36
B 2.2084 0.0863 2.2629 -0.04 -0.07 0.59 0.14
H 2.7506 0.1024 3.3534 -0.05 -0.11 0.26 -0.22
H 2.0893 1.2213 1.8950 -0.23 0.19 -0.09 -0.12
H 2.9401 -0.5170 1.5108 0.07 -0.33 -0.41 -0.22
H 1.1042 -0.4540 2.3555 -0.28 -0.23 -0.06 -0.31
C -0.9276 -2.7815 -1.2116 -0.06 0.43 0.16 -0.81
O -0.4946 -1.9165 -0.1811 0.14 -0.26 -0.08 -0.17
C -1.5084 -1.4250 0.6585 -0.20 0.25 0.62 -0.66
C -2.4308 -0.4558 -0.0451 0.36 0.25 -0.32 -0.41
O -1.6274 0.6331 -0.4801 0.03 -0.18 -0.15 -0.14
C -2.3767 1.7130 -0.9837 -0.08 0.18 -0.14 -0.87
H -0.0524 -3.3531 -1.5090 -0.08 -0.11 -0.13 0.25
H -1.3089 -2.2037 -2.0606 0.03 -0.12 -0.12 0.28
H -1.7265 -3.4478 -0.8710 0.08 -0.11 0.06 0.33
H -1.0109 -0.8977 1.4766 0.21 -0.01 -0.13 0.24
H -2.0675 -2.2448 1.1299 -0.12 -0.07 -0.26 0.37
H -3.2177 -0.0807 0.6168 -0.04 -0.22 0.14 0.40
H -2.8883 -0.9200 -0.9302 -0.20 0.01 0.10 0.34
H -1.7881 2.2241 -1.7448 0.09 0.01 0.07 0.25
H -2.6182 2.4291 -0.1927 -0.04 -0.04 0.05 0.29
H -3.3092 1.3810 -1.4542 0.02 -0.07 0.02 0.34
```
Positions in Å, forces in eV/Å.

***

Entry 4:
This record from the Open Molecules 2025 dataset describes a molecular structure, C11H10BrF3LaO3S. The level of theory is ωB97M-V with the def2-TZVPD basis set.

Orbital gap = 6.73 eV
Total charge = -1
Multiplicity = 1

Geometry as XYZ:
```
30
Properties=species:S:1:pos:R:3:forces:R:3:mulliken_charge:R:1
C -1.3652 -0.9265 -1.6651 -0.98 0.58 0.31 -0.38
C -1.6516 -1.9922 -0.7775 -0.32 -0.64 -0.85 -0.83
C -2.4871 -1.5058 0.2595 -0.97 -0.10 -0.06 -0.50
H -1.2796 -3.0224 -0.8751 -0.23 0.68 0.10 0.54
C -2.7206 -0.1207 0.0361 -0.45 -0.18 -1.36 -0.57
C -2.0446 0.2503 -1.1719 -0.18 -1.18 0.30 -0.31
H -2.1126 1.2154 -1.6776 0.29 -0.31 0.37 0.39
H -0.7750 -0.9674 -2.5799 -0.07 -0.04 0.43 0.45
H -2.9751 -2.1049 1.0380 0.44 0.26 -0.27 0.48
H -3.3887 0.5232 0.6060 0.39 -0.21 -0.06 0.39
La -0.1467 -0.4803 0.7665 2.79 2.20 -2.20 1.48
Br 1.1738 -2.8186 1.1360 0.66 -1.56 0.42 -0.73
C 2.6735 1.5576 0.1658 -0.65 -0.93 -1.15 -0.46
C 1.7091 2.2664 -0.6266 0.24 -1.42 -0.38 -0.59
C 1.3605 1.4464 -1.7575 1.24 -0.94 1.59 -0.51
H 1.3277 3.2582 -0.4289 0.01 0.01 0.03 0.38
C 2.1183 0.2085 -1.6556 -0.53 1.33 1.32 -0.60
C 2.9211 0.2791 -0.4589 -1.06 0.98 -0.26 -0.67
H 3.5833 -0.5027 -0.0919 -0.13 0.24 -0.11 0.42
H 3.1580 1.9242 1.0577 -0.04 0.00 0.08 0.44
H 0.6759 1.6931 -2.5447 -0.21 0.13 -0.22 0.49
H 2.0862 -0.6140 -2.3532 0.03 -0.06 -0.06 0.42
F -1.9343 0.5852 5.4312 0.12 -0.28 -0.47 -0.21
C -1.8131 0.1829 4.1678 -0.39 -0.90 -0.29 0.65
F -1.3891 -1.1299 4.1472 -0.56 1.60 0.04 -0.23
F -3.0426 0.2171 3.5841 1.05 -0.02 0.56 -0.22
S -0.5987 1.2636 3.2019 1.04 0.46 -1.31 1.16
O -0.3865 2.4651 3.9616 -0.31 -1.06 -0.25 -0.58
O 0.5679 0.3614 2.9570 -1.09 0.99 1.64 -0.64
O -1.2479 1.4202 1.8640 -0.14 0.38 2.11 -0.65
```
Positions in Å, forces in eV/Å.

***

| no. | F_max (eV Å⁻¹) |
| --- | --- |
| 1 | 4.5 |
| 2 | 5.2 |
| 3 | 1.0 |
| 4 | 4.2 |